Formula: C18H54O9S8
Source: the OMol25 dataset
Level of theory: ωB97M-V with the def2-TZVPD basis set

Last column: Mulliken charge in e.
Atoms and positions in Å:
C1 1.33241 0.99692 -0.49123  0.992
C2 0.86180 -0.32450 0.29522  -0.037
O1 1.34284 -0.39315 1.48986  0.109
H1 2.36328 0.81696 -0.49962  0.448
H2 0.83348 1.95706 -0.15672  -0.408
H3 0.98974 1.16047 -1.55574  -0.575
H4 1.18797 -1.30587 -0.34480  0.028
H5 -0.31217 -0.56781 0.13078  -0.304
H6 1.31404 -1.43982 1.73929  0.532
C3 3.44546 2.68231 -2.64993  -0.409
S1 3.40627 4.49221 -2.36859  0.391
O2 2.91437 5.12586 -3.70040  -0.640
C4 1.97644 4.64873 -1.26970  -0.713
H7 2.38811 2.34219 -2.94287  -0.110
H8 3.41262 2.27480 -1.59974  0.144
H9 4.02061 2.26455 -3.43788  0.464
H10 2.14848 3.86294 -0.50664  0.156
H11 1.02400 4.62936 -1.83099  0.194
H12 2.00658 5.65369 -1.01597  0.540
C5 -4.75584 -0.31458 0.45520  -0.607
S2 -4.67992 -0.39134 2.26685  0.526
O3 -5.61727 -1.54973 2.68673  -0.682
C6 -2.99291 -1.03874 2.39292  0.392
H13 -5.85539 -0.08627 0.34625  0.354
H14 -4.52111 -1.25342 -0.07603  0.277
H15 -3.99882 0.44702 0.27123  0.050
H16 -2.81850 -1.16125 3.57215  0.128
H17 -2.32033 -0.42723 1.92925  -0.580
H18 -2.66685 -1.84896 1.73047  0.211
C7 -3.00717 0.21350 -3.16208  -0.959
S3 -2.47968 1.83384 -3.71512  0.564
O4 -3.71255 2.66483 -3.88130  -0.707
C8 -1.70069 2.47848 -2.31940  -0.556
H19 -3.23470 -0.24969 -3.99199  0.765
H20 -3.73682 0.39960 -2.46990  0.424
H21 -2.28357 -0.20396 -2.91125  -0.256
H22 -1.26626 3.37417 -2.61915  0.391
H23 -0.75794 1.80007 -2.06477  -0.301
H24 -2.39706 2.60546 -1.49302  0.364
C9 -1.34449 -3.21670 -0.81734  -0.135
S4 -0.34902 -3.73907 -2.16404  0.294
O5 0.30877 -2.54198 -2.72491  -0.509
C10 0.95101 -4.60227 -1.28525  -1.225
H25 -0.91281 -2.87763 0.19092  -0.242
H26 -2.02164 -4.06147 -0.50109  0.499
H27 -1.89874 -2.42409 -1.21897  -0.005
H28 1.54204 -5.14205 -1.80742  0.617
H29 0.66501 -5.40506 -0.66643  0.465
H30 1.40448 -3.87489 -0.51231  0.150
C11 -1.12245 4.31934 0.59996  -0.929
S5 -1.81815 3.57541 2.10186  0.326
O6 -3.08540 2.87380 1.61969  -0.606
C12 -0.79325 2.16497 2.33776  -0.556
H31 -0.46256 3.51773 0.01378  -0.271
H32 -0.33392 4.91630 0.81420  0.653
H33 -1.77561 4.83562 0.00683  0.598
H34 -0.89838 1.07616 1.82792  -0.190
H35 -0.98207 1.95897 3.42399  0.336
H36 0.20803 2.45470 2.17414  0.454
C13 -0.36825 -3.26235 4.78623  -1.011
S6 -0.33046 -3.69402 3.10502  0.502
O7 0.50566 -2.65565 2.56340  -0.646
C14 0.82838 -5.05992 3.51945  -1.454
H37 -0.87359 -2.19639 4.72891  0.191
H38 0.60099 -3.39455 5.31564  0.335
H39 -1.25477 -3.75129 5.28346  0.464
H40 0.80856 -5.62578 2.62917  0.405
H41 0.42393 -5.65867 4.22166  0.599
H42 1.88286 -4.75927 3.75126  0.322
C15 2.22508 -0.63377 5.21917  -1.472
S7 2.79587 0.69405 4.16235  0.661
O8 3.20296 1.77627 5.11599  -0.699
C16 4.40745 -0.09481 3.68200  -1.183
H43 2.77152 -1.02760 5.81684  0.958
H44 2.14274 -1.38463 4.43042  0.131
H45 1.33067 -0.40375 5.75000  0.369
H46 4.87216 0.51142 2.83809  0.317
H47 4.22143 -0.85947 3.06130  0.423
H48 4.94778 -0.31930 4.55262  0.406
C17 1.85716 0.15933 -5.41982  -1.397
S8 0.49307 -0.29734 -4.43747  0.832
O9 0.39244 1.06364 -3.56161  -0.664
C18 -0.72552 0.04837 -5.74221  -1.156
H49 2.05625 -0.57816 -6.24656  0.359
H50 2.81185 0.07975 -4.96607  0.306
H51 1.63626 1.08853 -5.61472  0.587
H52 -0.60870 1.03891 -6.17173  0.388
H53 -1.65059 -0.34762 -5.37860  0.164
H54 -0.53696 -0.43248 -6.63887  0.636

Force components x, y, z for each atom (eV/Å):
-3.42 -0.51 -0.35
-3.07 -1.61 -7.72
1.54 -3.35 4.82
1.76 1.00 0.26
1.41 -0.99 0.93
0.45 -1.58 0.85
-0.09 2.23 0.74
1.65 1.18 0.88
-0.13 3.66 -0.19
-4.24 -0.15 2.02
-0.85 0.69 -3.43
1.04 -0.89 2.14
0.09 -2.22 -1.14
1.05 0.90 0.05
1.22 -0.08 -1.17
1.41 0.13 -0.09
-0.66 0.90 0.04
0.52 -0.96 0.00
0.50 1.78 1.43
-0.86 -0.20 0.80
-1.09 -3.01 0.06
1.49 1.88 -0.50
-0.72 -1.49 2.83
1.40 0.30 -0.56
-0.06 0.23 0.60
-0.54 0.48 -0.69
-0.03 0.02 -2.89
1.71 3.08 -0.30
-1.25 -1.22 0.69
-7.40 8.70 -1.88
-0.52 0.72 -1.77
-0.20 -0.24 0.00
2.05 -2.80 2.30
-2.40 -2.25 -4.28
-2.00 -0.14 1.71
11.68 -6.66 5.15
0.48 1.86 -0.53
-2.40 1.27 -0.33
-0.02 0.01 0.07
-0.17 -1.48 3.35
0.61 -1.05 -0.32
0.14 0.34 -0.08
-2.97 4.42 5.38
0.22 -0.27 -1.73
0.44 0.74 -0.70
-1.07 1.15 -0.51
4.64 -2.38 -4.58
-1.74 -0.89 1.17
-0.19 -0.88 -1.69
2.42 -4.86 -0.29
-2.26 -1.44 -2.05
0.25 1.11 0.55
0.15 -2.81 1.09
-2.21 1.19 0.82
2.23 2.51 1.39
-2.10 0.89 -1.35
-0.45 3.10 0.42
0.58 0.06 -0.78
1.46 0.23 0.25
-3.50 2.23 1.72
0.35 -2.84 2.03
1.70 2.21 -2.21
1.26 1.78 -2.72
1.81 -1.51 0.46
-0.89 0.52 -0.42
1.23 -0.27 -0.24
0.55 -0.93 -1.14
-1.36 -1.82 2.68
-1.19 0.25 -0.15
-5.89 3.13 -8.26
1.52 0.78 1.46
-0.22 0.17 -0.56
-0.92 3.54 -1.14
7.73 -3.94 7.44
-1.07 -0.43 0.11
-1.03 0.40 -0.29
-0.11 0.31 1.90
-1.09 -3.80 -1.53
1.03 -0.05 0.89
1.99 -5.83 -0.69
-0.81 3.55 1.51
0.29 -3.36 -1.73
0.75 0.10 0.61
-0.94 1.01 0.14
0.62 0.18 1.43
-0.73 5.04 -1.89
-0.66 0.76 1.23
-0.74 0.66 0.03
0.83 -2.21 -1.54

Computed properties:
**Charge**: 0
**DFT total energy**: -4580.1686 Ha
**Largest force on an atom**: 0.2799 hartree/bohr
**ΔE to the lowest compared entry with this formula, charge and spin**: 203.1 kJ/mol
**LUMO energy**: -0.232 eV

=====

Formula: C18H54O9S9
Source: the OMol25 dataset
Level of theory: ωB97M-V with the def2-TZVPD basis set

Last column: Mulliken spin population.
Atoms and positions in Å:
C1 1.65576 3.41361 -0.65584  0.021
S1 2.42276 4.94119 -0.11237  -0.002
O1 2.50080 4.96217 1.40554  0.000
C2 4.15634 4.45346 -0.50396  0.005
H1 0.58465 3.61423 -0.63162  0.004
H2 1.92027 2.60886 0.03011  0.000
H3 1.89986 3.25595 -1.70640  -0.008
H4 4.24088 4.12798 -1.54079  -0.004
H5 4.41849 3.58201 0.09599  0.001
H6 4.82145 5.31057 -0.39861  0.000
C3 -0.65735 -1.40289 5.02127  -0.002
S2 -0.80157 0.45359 5.08809  0.004
O2 -2.14636 0.85017 4.50257  0.002
C4 -0.80701 0.60835 6.91021  -0.002
H7 -0.33112 -1.74943 4.04067  0.001
H8 -1.51892 -1.96555 5.38075  -0.001
H9 0.18712 -1.69148 5.64711  0.000
H10 0.05847 0.04842 7.26448  0.001
H11 -1.73613 0.15049 7.24965  0.000
H12 -0.80692 1.68292 7.09295  0.000
C5 -1.73222 -4.56912 -4.94377  -1.769
S3 -0.92820 -2.99924 -4.45983  0.637
O3 -0.30966 -3.32791 -3.09842  0.283
C6 0.53320 -3.23108 -5.60402  -0.124
H13 -2.39439 -4.76044 -4.09936  0.226
H14 -0.93412 -5.27545 -5.17229  0.226
H15 -2.37551 -4.42033 -5.81103  0.296
H16 1.36819 -2.85911 -5.01027  -0.026
H17 0.34391 -2.66324 -6.51497  0.122
H18 0.54972 -4.27120 -5.92959  0.105
C7 3.24078 -4.22525 -2.80106  0.009
S4 3.15826 -5.11006 -1.11842  -0.047
O4 3.81543 -4.08636 -0.14387  0.007
C8 1.32129 -4.86693 -0.92165  0.045
H19 2.49610 -4.69864 -3.44096  0.054
H20 4.24124 -4.36140 -3.21173  -0.007
H21 3.06319 -3.15430 -2.70285  0.012
H22 0.76643 -5.58014 -1.53121  0.013
H23 1.06022 -3.82489 -1.10630  -0.001
H24 1.15597 -4.97791 0.15000  -0.001
C9 -0.64650 -0.33342 1.52257  0.045
S5 -1.28559 0.35224 -0.09783  0.093
O5 -0.70581 1.70504 -0.25924  -0.003
C10 -0.54420 -0.70793 -1.38558  0.065
H25 -1.25923 -1.14707 1.91071  -0.006
H26 -0.74719 0.46442 2.25838  0.008
H27 0.36280 -0.69723 1.33008  -0.001
H28 -0.45624 -1.79339 -1.33946  0.037
H29 0.44327 -0.27142 -1.53546  0.028
H30 -1.09324 -0.47600 -2.29820  0.012
C11 -2.02587 4.03070 5.48143  0.000
S6 -3.20241 4.04373 4.03915  0.001
O6 -3.74687 5.42020 3.72501  0.000
C12 -1.85391 3.70309 2.78884  0.004
H31 -1.13989 4.55160 5.11841  0.000
H32 -1.78054 3.04383 5.87386  0.000
H33 -2.41628 4.65064 6.28849  0.000
H34 -2.22436 3.70299 1.76372  -0.001
H35 -1.45209 2.73298 3.08129  0.001
H36 -1.07691 4.46312 2.70683  -0.001
C13 -0.94084 0.19908 -5.56838  0.445
S7 0.76102 0.61338 -4.95600  0.259
O7 1.40444 -0.53969 -4.18041  0.028
C14 1.54354 0.49846 -6.61642  -0.278
H37 -1.39909 1.08748 -6.00297  -0.116
H38 -1.39140 -0.16605 -4.64546  -0.086
H39 -0.94615 -0.65008 -6.25174  0.248
H40 1.70194 -0.51157 -6.99438  0.000
H41 2.51131 0.99699 -6.67109  0.049
H42 0.86032 1.07640 -7.23875  0.047
C15 -4.93988 0.05563 2.61832  0.005
S8 -6.03808 0.26998 1.18335  0.009
O8 -7.36439 0.84613 1.70349  -0.002
C16 -4.99876 1.57716 0.39793  0.030
H43 -3.97858 -0.36211 2.31918  0.006
H44 -5.57824 -0.51015 3.29690  -0.003
H45 -4.67494 0.95007 3.18215  0.000
H46 -5.44357 1.74964 -0.58213  0.007
H47 -4.07346 1.02315 0.23984  -0.015
H48 -4.76587 2.49607 0.93595  0.000
C17 4.23496 0.87343 2.16291  0.003
S9 3.63368 -0.82356 2.53159  0.000
O9 2.26368 -0.70636 3.23782  -0.001
C18 3.21107 -1.25620 0.78215  -0.001
H49 5.07697 0.89882 1.47120  -0.001
H50 4.84816 1.31659 2.94758  0.000
H51 3.53844 1.58081 1.71282  -0.001
H52 2.78116 -0.41686 0.23553  0.005
H53 2.40816 -1.99300 0.80531  0.008
H54 4.10415 -1.60337 0.26255  -0.007

Force components x, y, z for each atom (eV/Å):
-0.46 0.67 0.09
1.80 -0.27 1.29
-0.70 -0.02 -1.15
-0.49 -0.05 -1.00
0.03 -0.32 0.26
-0.04 -0.04 -0.25
0.25 -0.23 0.10
-0.18 0.09 -0.21
-0.02 0.33 0.38
-0.13 -0.14 0.46
0.59 0.22 0.33
-0.26 -0.98 -0.87
0.93 -0.45 0.94
-0.80 -0.36 -1.00
-0.38 0.46 -0.21
-0.31 0.45 -0.13
0.10 0.28 0.23
0.02 0.40 0.14
0.02 0.08 0.24
0.27 -0.25 0.35
-0.32 1.09 0.01
1.79 -1.58 0.30
-0.69 0.25 -0.76
-1.27 0.30 0.15
0.23 -0.53 0.08
-0.39 -0.27 0.45
0.17 0.14 -0.20
0.03 -0.10 -0.28
0.17 0.32 -0.02
0.40 0.08 0.42
0.14 -0.94 0.77
-0.01 3.36 0.00
-1.01 -1.92 -1.35
1.03 0.28 0.64
0.02 0.11 -0.04
-0.02 -0.20 0.12
-0.30 -0.15 0.39
0.02 0.20 0.06
0.13 -0.16 -0.63
-0.03 -0.57 0.01
0.02 -0.06 -1.20
-1.45 -1.39 0.90
0.62 0.29 -0.12
0.71 0.82 -0.06
-0.21 -0.14 -0.51
0.41 0.19 -0.32
0.09 0.31 0.53
-0.36 0.07 0.58
0.22 -0.13 -0.01
-0.20 0.03 0.13
0.12 1.23 -0.34
0.46 0.18 -1.19
0.86 -0.95 0.85
-0.39 0.13 0.20
0.22 -0.18 0.14
-0.36 0.05 -0.54
-0.39 -0.10 -0.10
-0.65 -0.48 0.21
0.05 0.03 -0.21
0.04 0.19 0.86
0.97 -0.59 0.98
1.33 -1.53 -0.87
-1.25 1.13 -0.50
-0.21 0.96 0.07
0.04 -0.07 0.22
-0.57 0.40 -0.11
0.15 0.14 -0.29
-0.55 -0.10 0.36
0.01 0.11 0.49
0.05 -0.21 -0.37
-0.43 0.37 0.33
-0.83 1.96 0.96
1.98 -0.77 -0.71
-0.26 -1.01 -0.36
-0.31 -0.60 0.02
0.52 -0.60 -0.02
-0.33 0.50 -0.42
0.03 0.28 0.10
0.20 0.09 -0.15
-0.51 -0.17 0.29
1.24 0.34 -0.36
-2.19 0.84 -0.42
2.03 -0.03 -0.82
-0.07 0.47 0.32
-0.10 -1.06 -0.84
-1.02 -0.03 0.99
-0.53 -0.27 0.55
0.19 0.42 0.28
0.52 -0.38 0.24
-0.19 -0.27 0.14

Computed properties:
**Charge**: -1
**DFT total energy**: -4978.6706 Ha
**Largest force on an atom**: 0.0654 hartree/bohr
**ΔE to the lowest compared entry with this formula, charge and spin**: 7.1 kJ/mol
**<S²>**: 0.75
**LUMO energy (alpha / beta)**: 1.721 / 1.714 eV
**2S+1**: 2